47
Properties=species:S:1:pos:R:3:forces:R:3 method="wB97M-V/def2-TZVPD" s2=6.053 spin_multiplicity=5 orbital_gap_ev="7.0 / 3.7" e_tot_ha=-4018.244698 relative_energy_kj_mol=11.8 charge=+1 mol_weight_da=871.534
Os 0.57839 -0.14246 0.40935 -2.5980 -0.7999 -0.6721
C -2.11688 -2.31354 3.07491 -0.1211 0.1431 0.1422
C -2.14707 -2.92645 1.72605 0.4516 1.2369 -1.2418
N -2.53571 -4.13886 1.53441 -0.5238 -0.9350 1.4188
C -2.46451 -4.75619 0.36676 0.4898 0.5360 -1.0746
C -1.91858 -4.14882 -0.74993 -0.5015 -0.7011 0.0269
C -1.78993 -4.99738 -2.00179 0.3408 0.2299 0.4371
O -3.01649 -5.18041 -2.64805 -0.4713 -0.0662 -0.4517
C -1.54029 -2.79505 -0.65847 0.1618 0.6884 1.0281
C -1.05630 -2.05031 -1.78406 -0.1210 -0.0287 -0.1934
N -0.34466 -0.97579 -1.68899 0.3746 -0.1864 1.2540
C 0.18743 -0.30477 -2.77893 0.2185 0.4046 -0.8437
C 0.50964 -0.94575 -3.98308 -0.0869 0.1124 0.3573
C 1.17456 -0.28149 -4.99394 0.0277 0.1071 -0.0058
C 1.53846 1.04660 -4.83771 -0.0288 -0.0339 0.0123
C 1.20711 1.71953 -3.67235 -0.0510 0.1111 0.1755
C 0.54347 1.04586 -2.66780 -0.3573 0.0031 0.2651
I 0.02576 2.11653 -0.84331 0.4174 -0.5489 -0.6601
C -1.69227 -2.11430 0.60265 -0.7881 -3.2683 -0.3348
O -1.48446 -0.88948 0.77516 1.8879 2.7334 0.4871
H -2.51976 -3.00064 3.81176 -0.0300 -0.0091 0.0245
H -2.68050 -1.38109 3.06700 -0.0501 0.0314 0.1306
H -1.09134 -2.05058 3.33987 0.0692 0.0130 0.0667
H -2.83593 -5.77025 0.34342 0.0722 -0.2092 -0.0918
H -1.34123 -5.95695 -1.70973 0.0336 0.1076 -0.1563
H -1.13263 -4.51637 -2.72933 0.0517 -0.1805 0.0076
H -3.57218 -5.79063 -2.15104 0.0587 0.0877 0.0214
H -1.36430 -2.42630 -2.75988 0.1488 0.1399 -0.1408
H 0.25701 -1.98965 -4.09459 0.0308 -0.0992 -0.0384
H 1.42629 -0.80903 -5.90036 0.0260 -0.0450 -0.0952
H 2.08535 1.56224 -5.60959 0.0360 0.0666 -0.1093
H 1.48102 2.75304 -3.54309 0.0390 0.1719 -0.0260
Cl 4.55443 -5.43284 -2.47077 -0.2174 0.2614 0.2691
C 3.60350 -4.44182 -1.46242 0.0705 -0.5846 -0.1314
C 3.72533 -3.04689 -1.52618 -0.1212 0.9669 0.1331
Cl 4.84907 -2.32806 -2.59434 -0.0561 -0.0608 0.0275
C 2.92727 -2.24868 -0.72576 0.5635 0.2074 -0.6023
Cl 3.05006 -0.53797 -0.81818 0.3618 -0.1097 -0.1173
C 1.96974 -2.78362 0.17285 -0.3914 0.3603 0.5201
O 1.18427 -2.06384 0.89217 0.6550 -0.2237 -0.7626
C 1.89386 -4.20259 0.23384 -0.3971 -0.9151 0.4772
Cl 0.77793 -4.88065 1.33299 0.2772 0.1998 -0.2427
C 2.68363 -5.01069 -0.57098 -0.2436 -0.1827 0.2184
Cl 2.52457 -6.70996 -0.47906 0.0276 0.0642 -0.0239
F 2.43781 0.62030 2.62556 0.8283 0.0319 -0.1501
B 1.17736 0.58469 2.24839 0.1384 -0.0241 0.4566
F 0.32544 0.93050 3.18612 -0.7027 0.1960 0.2089



73
Properties=species:S:1:pos:R:3:forces:R:3 method="wB97M-V/def2-TZVPD" s2=8.872 spin_multiplicity=6 orbital_gap_ev="5.8 / 8.0" e_tot_ha=-6144.907277 relative_energy_kj_mol=0.0 charge=-1 mol_weight_da=690.568
Mn -0.97467 0.81475 0.32195 1.3870 -2.1089 -0.5346
O -1.74953 4.31546 1.37124 0.0706 0.0527 0.2031
S -1.87301 3.05408 0.70233 -0.3052 0.9466 -0.1777
O -3.01961 2.89289 -0.17112 -0.0415 0.1054 0.0955
O -0.61025 2.69613 -0.09176 -0.3454 0.4982 0.0478
O -1.85846 1.87538 1.70993 0.1138 0.0806 -0.2737
N -0.08735 0.06714 2.85119 0.0749 -0.5728 -0.3775
N 0.33016 -1.00140 3.64415 0.0112 -0.2630 -0.0850
C 0.88845 -2.15868 3.18380 -0.1410 0.3225 0.1292
N 1.44286 -2.87066 4.21925 0.0400 -0.0540 -0.0278
S 0.94248 -2.71422 1.63129 -0.3366 0.0840 0.1246
H 0.62190 0.78240 2.88968 0.1073 0.3254 -0.1246
H -0.96390 0.42154 3.19103 -0.3346 0.1529 0.0837
H 0.60359 -0.74872 4.57393 0.1317 0.0759 0.3980
H 1.11415 -2.70703 5.15882 -0.0099 -0.0294 -0.0592
H 1.66092 -3.82097 3.98514 0.0403 -0.1195 0.0041
C -1.22301 2.26757 -3.33785 0.0172 -0.1829 -0.1126
C -1.75658 0.85783 -3.42583 -0.0337 0.1434 0.0685
C -2.74599 0.55918 -4.36125 0.0098 -0.0261 -0.0041
C -3.24619 -0.72849 -4.50123 0.0585 0.0759 0.0056
C -2.73129 -1.74223 -3.71083 -0.0532 -0.0722 0.0047
C -1.74596 -1.48062 -2.76448 0.0183 -0.2117 0.0826
C -1.16467 -2.60907 -1.94991 -0.0137 0.0027 -0.1415
C -1.28100 -0.17138 -2.59453 0.2048 -0.1608 0.0985
N -0.32028 0.07163 -1.56049 -0.4536 0.5697 0.1719
C 0.95405 0.31212 -1.91271 0.0928 -0.0834 -0.1614
C 1.43005 0.08110 -3.32905 -0.0328 0.0133 0.0350
C 1.92105 0.68770 -0.95308 0.1581 0.1053 -0.0875
C 3.30193 1.05473 -1.45641 -0.0161 -0.0722 0.0502
N 1.57365 0.78989 0.31961 -0.1056 0.0243 0.4917
C 2.53758 0.86412 1.34729 0.1664 -0.2624 -0.0466
C 2.51942 1.95266 2.25367 0.0000 0.0500 -0.1068
C 1.62870 3.14585 2.01867 0.1159 -0.0544 -0.0674
C 3.36022 1.94963 3.36399 -0.0453 0.0058 0.0320
C 4.23650 0.90411 3.61463 -0.0532 0.0639 -0.0058
C 4.29092 -0.13940 2.70977 -0.0040 -0.0840 -0.1325
C 3.47990 -0.17800 1.57419 -0.1573 -0.0137 -0.0570
C 3.66829 -1.35801 0.64219 0.0774 0.1813 0.0260
H -1.83558 2.93827 -3.94207 0.0240 -0.0343 -0.0010
H -0.19191 2.32646 -3.70661 -0.0984 -0.0392 0.0287
H -1.21791 2.63449 -2.31890 0.0056 0.0371 0.2218
H -3.12975 1.36049 -4.98741 0.0364 -0.0675 0.0625
H -4.02444 -0.93814 -5.22812 0.0498 0.0172 0.0575
H -3.10406 -2.75850 -3.81440 0.0396 0.0972 0.0096
H -1.85221 -3.45920 -1.91951 0.0734 0.0761 -0.0348
H -0.95670 -2.29195 -0.93263 0.0297 0.0088 0.1036
H -0.21358 -2.95034 -2.38335 -0.1394 0.0621 0.0605
H 0.62175 -0.26969 -3.96608 0.0174 0.0118 -0.0105
H 2.22555 -0.67161 -3.34522 -0.0479 0.0537 -0.0126
H 1.84369 0.99221 -3.77309 -0.0300 -0.0457 0.0286
H 3.23369 1.89765 -2.15305 0.0126 -0.0711 0.0479
H 3.78808 0.23226 -1.99030 -0.0197 0.0451 0.0604
H 3.94488 1.35475 -0.63189 0.0122 -0.0046 0.0278
H 1.67207 3.48108 0.98208 -0.0230 -0.0387 0.0314
H 1.91980 3.96713 2.67495 0.0206 -0.0103 -0.0188
H 0.57891 2.93658 2.20831 -0.1511 -0.0516 0.0114
H 3.32580 2.79924 4.04013 -0.0068 -0.0362 -0.0481
H 4.87624 0.91436 4.49091 -0.0408 -0.0014 -0.0576
H 4.98421 -0.96152 2.87530 -0.0799 0.0640 -0.0263
H 3.82052 -2.27338 1.22029 -0.0180 0.1228 -0.0582
H 4.55376 -1.21215 0.01320 -0.0374 0.0601 0.0101
H 2.81161 -1.51536 -0.00559 -0.0307 0.0463 -0.0267
Br -6.37351 -3.16519 0.47724 0.0188 0.0178 0.0100
C -4.78962 -2.09938 0.48552 0.1351 -0.0373 0.1242
C -4.67490 -1.04320 -0.39770 0.1444 0.0421 0.0142
C -3.50171 -0.29163 -0.38755 -0.1445 -0.0953 -0.0905
C -2.43404 -0.59421 0.46231 -0.3724 0.5390 -0.1674
C -2.61898 -1.62353 1.36972 0.2990 -0.2655 0.2589
C -3.77882 -2.39095 1.38839 -0.1288 0.0366 -0.1289
H -5.47856 -0.80154 -1.08068 0.0074 0.0039 0.0143
H -3.45052 0.55936 -1.05843 0.0222 -0.0239 -0.0025
H -1.83758 -1.87097 2.08040 0.0129 -0.0067 -0.0573
H -3.89121 -3.20090 2.09659 -0.0052 -0.0210 -0.0119



13
Properties=species:S:1:pos:R:3:forces:R:3 method="wB97M-V/def2-TZVPD" spin_multiplicity=1 orbital_gap_ev=10.1 smiles="C=[N+]([O-])CC(N)=O" e_tot_ha=-377.818394 relative_energy_kj_mol=370.0 mol_weight_da=102.093
C -1.76015 1.08499 -0.55422 0.6031 -1.2491 1.0416
C 1.33540 -0.00221 -0.10126 -0.7215 -2.0283 1.4541
C 0.17135 0.39703 0.75776 -1.9675 -0.1367 -1.2617
N 1.39949 -1.40296 -0.08688 0.8326 -0.4337 -1.2409
N -1.18865 0.05015 -0.02834 2.7541 0.6669 1.3408
O 2.17104 0.79674 -0.43609 0.3604 -0.4316 -0.5517
O -1.47795 -1.17191 -0.17930 -0.0302 0.5785 0.0985
H -2.58563 0.76087 -1.10988 -1.3093 0.5562 -1.0019
H -1.38672 2.04980 -0.26385 -0.2978 0.1336 -0.3825
H 0.21041 1.46179 0.90746 -0.1958 0.2520 0.2038
H 0.26062 -0.18243 1.66780 -0.5838 0.0428 0.1570
H 0.57197 -2.07646 -0.10250 1.2832 1.9838 0.1244
H 2.27882 -1.76540 -0.47070 -0.7275 0.0656 0.0186